C46H42N3O3P2RuS3 as an isolated structure. Source: OMol25; level of theory: the ωB97M-V functional and the def2-TZVPD basis.

Geometry as XYZ:
```
100
Properties=species:S:1:pos:R:3:forces:R:3:lowdin_spin:R:1
Ru -0.07781 -0.13787 -0.87114 -0.47 0.08 0.87 2.66
S -1.35959 1.45433 -2.31176 0.27 -0.08 0.07 0.06
P -1.61241 2.31125 -0.49982 0.33 0.13 0.00 0.08
C -1.11098 0.97204 0.47201 -0.22 -0.09 -0.40 0.45
P -1.79934 -0.02499 1.71859 0.26 -0.28 -0.05 0.08
S -1.73957 -1.84218 0.90679 0.05 -0.01 0.09 0.17
C -0.77200 0.13411 3.19187 0.06 0.04 0.03 0.02
C -0.59374 -0.95396 4.04051 0.02 0.05 0.03 0.00
C 0.17987 -0.81278 5.18528 -0.01 -0.01 -0.02 0.00
C 0.78122 0.40598 5.47500 -0.01 -0.02 -0.01 0.00
C 0.60680 1.49124 4.62538 -0.01 -0.02 0.00 0.00
C -0.17307 1.35660 3.48595 0.02 0.01 -0.01 0.01
C -3.46054 0.44609 2.20602 -0.13 0.04 0.05 0.01
C -3.73134 0.95044 3.47532 -0.06 0.05 -0.06 0.00
C -5.03666 1.28161 3.82066 0.05 -0.01 -0.01 0.00
C -6.06032 1.11151 2.90212 -0.02 0.00 -0.02 0.00
C -5.79161 0.60532 1.63374 0.01 0.04 0.00 0.00
C -4.49587 0.26877 1.28554 -0.01 0.03 0.06 0.00
C -0.45966 3.66811 -0.25323 -0.06 0.08 -0.02 0.02
C 0.75425 3.47144 0.39578 0.04 0.03 0.00 0.01
C 1.65283 4.52499 0.50230 -0.02 -0.07 0.01 0.00
C 1.34116 5.76064 -0.04184 -0.03 0.04 -0.03 0.00
C 0.12909 5.95606 -0.69610 0.01 0.00 0.02 0.00
C -0.77324 4.91205 -0.80312 0.03 0.03 0.07 0.00
C -3.23501 3.00100 -0.20734 -0.13 0.00 -0.02 0.00
C -3.47782 3.63970 1.01049 -0.07 0.02 -0.03 0.00
C -4.73184 4.16729 1.26553 0.03 -0.03 -0.03 0.00
C -5.73025 4.07656 0.29953 -0.01 0.00 0.02 0.00
C -5.48308 3.45363 -0.91444 -0.01 -0.02 0.01 0.00
C -4.23344 2.90256 -1.16771 -0.03 -0.02 0.00 0.00
H -1.05358 -1.90510 3.79802 0.00 0.00 0.00 0.00
H 0.31426 -1.65568 5.85176 0.00 0.02 -0.01 0.00
H 1.38804 0.51128 6.36550 -0.01 -0.01 -0.01 0.00
H 1.07860 2.43969 4.84955 -0.02 -0.02 -0.01 0.00
H -0.30287 2.20082 2.81664 0.01 -0.02 0.02 0.00
H -2.93177 1.08032 4.19333 -0.02 0.00 0.01 0.00
H -5.25183 1.66541 4.81005 0.01 -0.01 -0.03 0.00
H -7.07683 1.36697 3.17571 0.03 -0.01 -0.01 0.00
H -6.59563 0.47073 0.92105 0.02 0.00 0.02 0.00
H -4.28203 -0.14420 0.30618 0.01 0.01 0.01 0.00
H 1.00785 2.49842 0.79707 0.02 -0.02 -0.01 0.01
H 2.60118 4.37302 1.00157 -0.02 0.00 -0.01 0.00
H 2.04659 6.57803 0.03742 -0.02 -0.01 0.00 0.00
H -0.11076 6.92319 -1.11895 0.01 -0.03 0.00 0.00
H -1.72178 5.06433 -1.30530 0.02 0.00 -0.01 0.00
H -2.68791 3.73077 1.74895 -0.02 0.00 -0.01 0.00
H -4.93122 4.65757 2.20997 0.01 -0.02 -0.03 0.00
H -6.70745 4.49975 0.49700 0.03 -0.01 0.00 0.00
H -6.26242 3.39403 -1.66380 0.03 0.00 0.02 0.00
H -4.03015 2.39975 -2.10642 -0.01 0.02 0.02 0.00
O 2.20237 1.25818 -3.65073 0.03 0.02 0.00 0.01
S 2.30516 0.44640 -2.47587 -0.23 -0.03 -0.07 0.02
O 2.13081 1.07502 -1.17202 0.00 0.06 -0.16 0.06
N 1.17995 -0.72772 -2.41473 0.08 -0.16 -0.51 0.11
C 0.79598 -1.44856 -3.56525 0.02 0.28 0.45 0.00
C 1.54765 -1.64068 -4.69341 0.15 -0.01 -0.12 0.03
C 1.05455 -2.42500 -5.76003 0.10 0.07 0.02 0.00
C -0.17971 -2.99896 -5.70419 -0.06 -0.03 0.01 0.02
C -0.98829 -2.80272 -4.55945 -0.07 -0.03 -0.02 0.00
C -2.29643 -3.32263 -4.43702 0.03 -0.02 -0.07 0.01
C -3.02869 -3.05535 -3.31867 -0.06 0.01 0.06 0.00
C -2.45424 -2.27313 -2.29952 0.00 0.05 -0.01 0.01
N -1.23884 -1.78331 -2.36714 0.07 -0.05 -0.11 0.07
C -0.49830 -2.03014 -3.49031 -0.12 0.03 0.16 0.01
C 3.87778 -0.34050 -2.52558 0.14 -0.04 0.00 0.00
C 4.10163 -1.52025 -1.82494 0.04 0.12 -0.06 0.00
C 5.36247 -2.09371 -1.87094 -0.02 -0.01 0.02 0.00
C 6.37834 -1.48972 -2.60208 0.02 -0.02 0.00 0.00
C 6.14013 -0.31438 -3.29914 0.02 0.01 -0.01 0.00
C 4.88169 0.26780 -3.26992 -0.04 -0.07 0.05 0.00
H 2.52446 -1.18327 -4.78011 -0.03 -0.03 -0.02 0.00
H 1.67220 -2.55875 -6.63869 0.01 0.01 0.03 0.00
H -0.55950 -3.59025 -6.52796 0.00 0.01 0.02 0.00
H -2.70661 -3.92075 -5.24247 0.02 0.01 0.01 0.00
H -4.03667 -3.42966 -3.19852 0.04 0.02 0.00 0.00
H -3.01243 -2.04480 -1.40011 0.01 -0.02 0.00 0.00
H 3.29355 -1.98009 -1.26982 0.00 -0.01 0.00 0.00
H 5.55881 -3.01762 -1.34194 -0.02 -0.01 0.01 0.00
H 7.36025 -1.94447 -2.63508 -0.02 0.01 0.01 0.00
H 6.93331 0.14767 -3.87221 -0.02 -0.01 0.01 0.00
H 4.66679 1.17475 -3.81944 0.00 -0.03 0.02 0.00
O 1.24617 -0.63203 0.77737 -0.03 -0.28 -0.30 0.04
C 1.68617 -1.74081 1.15638 -0.03 0.06 0.06 0.01
C 2.56909 -1.78111 2.36819 0.07 -0.06 0.00 0.00
C 3.98306 -2.31124 2.07456 -0.06 -0.02 -0.01 0.00
C 4.07503 -3.83582 2.04385 -0.03 0.01 0.04 0.00
C 3.27778 -4.50565 0.92859 0.01 0.08 -0.01 0.00
C 1.78244 -4.22110 0.98252 -0.03 0.05 -0.02 0.00
N 1.41758 -2.87821 0.52011 0.05 0.05 0.01 0.00
H 2.08980 -2.40718 3.12867 -0.01 0.02 0.00 0.00
H 2.59722 -0.76413 2.75164 0.02 0.03 0.01 0.00
H 4.64807 -1.93495 2.85232 0.00 -0.01 0.01 0.00
H 4.34285 -1.88831 1.13165 0.01 0.02 0.01 0.00
H 3.72244 -4.22421 3.00658 0.03 0.00 -0.02 0.00
H 5.12275 -4.13141 1.96031 0.00 0.02 -0.01 0.00
H 3.41843 -5.58690 0.98772 -0.01 0.01 0.01 0.00
H 3.65155 -4.19257 -0.04992 0.03 -0.01 -0.04 0.00
H 1.40056 -4.37533 1.99545 -0.02 0.01 0.01 0.00
H 1.24771 -4.91279 0.33532 -0.01 -0.01 -0.02 0.00
H 0.75679 -2.81029 -0.24126 -0.02 0.00 -0.03 0.00
```
Forces are in eV/Å.

Charge: +1
HOMO energy (alpha / beta), eV: -10.2 / -10.3
Maximum force, eV/Å: 0.99
Kohn-Sham gap (alpha / beta), eV: 7.65 / 6.48
LUMO level (alpha / beta), hartree: -0.093 / -0.141
2S+1: 5